Entry 1:
This record from the Open Molecules 2025 dataset describes a 13-piece molecular cluster, C34H35Cl48F3N3O2 overall. The level of theory is the ωB97M-V functional and the def2-TZVPD basis.

```
125
Properties=species:S:1:pos:R:3
H 0.564 4.513 4.796
H 3.984 -1.885 -3.489
C 0.030 3.867 5.500
H 0.187 -3.657 3.720
N 0.776 2.092 1.051
Cl -1.105 -0.073 5.790
C -2.663 -0.569 -4.768
H 5.049 -0.374 -1.386
O -0.503 1.437 2.999
H 4.760 0.792 -0.058
H 3.133 -1.838 -1.372
Cl -6.703 5.121 3.893
C -2.819 5.325 -5.391
H -1.220 4.038 7.233
Cl 3.402 5.190 -3.784
Cl -2.292 6.983 -5.098
Cl -0.500 4.174 10.410
Cl -4.514 5.316 -5.882
Cl -5.804 -5.350 -7.502
Cl 6.617 5.843 -6.432
C 1.731 5.754 -3.989
Cl 6.073 -4.962 0.081
Cl -6.610 -10.076 -6.237
H -0.705 3.333 -3.115
H 0.255 -0.879 3.737
Cl -4.173 5.987 4.976
C 0.452 -1.345 2.773
C -1.630 1.841 0.306
Cl -1.840 4.593 -6.666
Cl -3.446 -8.083 -7.136
Cl -5.106 -3.812 -5.166
C -2.509 -0.715 6.653
H -1.016 5.577 6.289
Cl -2.637 4.375 -3.899
Cl -4.691 -2.703 -7.799
H 0.060 3.496 3.032
H 0.307 4.942 7.328
Cl 4.873 -4.203 -2.438
C 0.416 -0.253 1.681
H -1.939 1.396 1.243
C 0.604 1.190 2.185
C -0.986 2.917 -2.136
H -3.080 2.578 -2.699
C 2.740 -0.998 -1.950
H 0.541 -0.396 -0.466
Cl 1.291 5.671 -5.684
C -6.772 -9.148 -4.743
H 0.802 3.218 5.929
H -1.969 3.658 4.831
Cl -2.931 -2.299 5.987
C -4.989 4.737 4.032
H 1.791 -4.377 3.477
C -0.021 2.760 -1.140
Cl -2.136 -0.878 8.365
H 3.974 -0.076 -3.548
Cl -3.863 0.397 6.432
C -2.593 1.970 -0.681
O 1.590 -3.182 5.135
F 2.853 0.496 2.874
H 2.618 -1.013 -4.123
Cl -2.638 2.577 9.312
H -0.405 -2.004 2.621
C -2.106 -9.222 -6.997
C -0.765 2.835 3.285
Cl -4.267 4.655 2.415
C -4.658 -4.184 -6.835
Cl 2.245 -5.045 0.874
H 2.142 -2.625 2.004
C 1.217 -0.510 0.388
C -1.059 2.527 10.109
C 4.501 0.512 -1.080
Cl -1.086 -8.759 -5.625
Cl 7.735 3.186 -6.335
N 2.843 2.694 0.146
C -0.312 2.201 0.106
H 4.799 1.361 -1.703
H 2.545 3.629 -0.082
H 2.565 1.132 -1.895
Cl 1.591 7.417 -3.417
Cl 0.659 4.699 -3.024
H 1.523 -1.553 0.369
C 1.990 1.705 0.392
C -1.062 3.048 4.793
Cl 0.104 1.685 9.072
Cl -1.204 1.663 11.642
Cl -6.275 -7.476 -5.035
H 1.687 -1.231 -2.123
Cl -3.032 -4.872 -6.866
Cl 0.125 -6.796 1.738
H -3.609 1.637 -0.504
H 3.832 2.547 0.272
C -2.327 2.496 -1.949
C 1.848 1.340 3.156
C 2.955 0.340 -1.254
C 0.622 -5.640 0.504
Cl 6.304 4.235 -4.058
Cl -2.131 -2.132 -4.132
C -0.534 4.683 6.685
C 5.670 -5.516 -1.553
Cl -4.790 3.175 4.834
C 1.690 -2.226 2.923
N 2.319 0.447 0.124
Cl -4.414 -0.418 -4.591
C 3.397 -0.980 -3.360
Cl 0.628 -6.424 -1.075
H 0.965 3.103 -1.396
Cl -2.736 -10.851 -6.735
H -0.619 -0.252 1.340
Cl -8.456 -9.177 -4.210
H -1.243 2.098 5.310
F 2.355 2.587 3.125
Cl 4.580 -6.906 -1.462
Cl -5.743 -9.858 -3.494
Cl -2.229 -0.450 -6.474
H 2.508 -1.801 3.506
Cl 7.146 -5.980 -2.393
Cl -1.146 -9.190 -8.479
C 1.264 -3.467 3.769
Cl -1.874 0.734 -3.854
Cl 8.897 5.298 -4.751
H 1.051 -3.729 5.712
H -1.679 3.106 2.753
F 1.503 1.117 4.420
Cl -0.509 -4.272 0.482
C 7.395 4.643 -5.400
```

Summary:
Net charge = +1
Orbital gap = 8.24 eV
DFT total energy = -653608.067 eV
Spin multiplicity = 1


Entry 2:
This record from the Open Molecules 2025 dataset describes C34H35Cl5N3PSTeY as an isolated structure. The level of theory is the ωB97M-V functional and the def2-TZVPD basis.

```
81
Properties=species:S:1:pos:R:3
H -2.164 3.354 2.405
H 1.748 -1.801 -3.451
C 4.818 -1.386 -4.890
H -0.469 6.663 0.300
H -2.528 0.441 -2.347
H 4.506 0.238 -6.272
H 1.197 2.759 -0.199
C 3.025 0.147 3.537
H 3.823 -0.580 3.440
C -1.907 -2.266 0.788
H 1.021 -3.289 -4.093
C 1.984 0.148 2.612
C -0.107 -3.528 1.539
C 0.963 1.083 2.717
C -0.997 -1.661 -3.463
H 3.467 1.604 -4.282
C 0.442 3.405 0.236
N -0.431 0.625 -2.642
H 0.500 -0.338 -4.235
C -1.421 5.089 1.403
H -1.141 0.159 -4.585
C 0.433 1.760 -3.050
H -5.201 1.064 2.515
H -1.746 1.731 -1.408
P -0.359 1.102 1.482
C 2.008 1.993 4.694
H 1.764 -1.741 1.931
N -0.091 -2.365 -2.530
C -0.547 -2.504 0.717
C 4.400 -0.146 -5.267
H 3.851 1.059 5.284
C 3.813 -0.109 -3.013
H 1.216 5.159 -0.719
C -0.478 5.604 0.526
Cl -3.334 -4.734 3.547
C 0.462 4.762 -0.051
C 3.037 1.065 4.571
H -3.243 1.696 1.185
Y 0.596 -0.854 -0.633
C -2.288 -3.907 2.469
H -0.717 -0.471 3.902
H 2.928 -0.907 1.171
H -4.941 -0.354 4.526
C 1.188 -2.697 -3.187
H -1.100 -2.246 -4.386
C -1.697 -0.136 3.584
C -2.812 -0.512 4.320
H -2.024 1.926 -3.149
H 1.430 1.407 -3.287
H 1.804 -3.284 -2.503
C -0.502 -0.280 -3.810
H -2.691 -1.141 5.193
C -2.804 -2.944 1.603
H 0.495 2.488 -2.246
C -0.924 -4.215 2.434
Cl -2.532 -1.050 -0.324
C -1.435 3.733 1.702
C -4.218 0.726 2.819
H 5.292 -2.138 -5.502
C 3.832 0.590 -4.189
H 0.185 2.731 3.855
C -0.745 -3.634 -2.145
H -0.932 -4.241 -3.038
H -2.146 5.745 1.868
Te 3.219 0.537 -1.105
Cl -0.296 -5.433 3.464
H -1.691 -3.433 -1.650
Cl -4.491 -2.647 1.524
H 2.016 2.710 5.504
H -0.103 -4.194 -1.467
C 0.981 2.000 3.771
H -0.001 2.247 -3.931
N 1.983 -0.827 1.541
S 4.532 -1.656 -3.225
C -3.109 1.084 2.070
C -4.072 -0.071 3.946
C -1.759 1.209 -2.365
H -1.981 -1.624 -2.996
Cl 1.563 -4.049 1.376
C -1.833 0.673 2.457
C -0.511 2.876 1.106
```

Summary:
Net charge = +1
Orbital gap = 7.49 eV
DFT total energy = -131366.230 eV
Energy above the lowest of the compared OMol25 structures with the same formula, charge and spin = 3.8 kcal per mole
Spin multiplicity = 1


Entry 3:
This record from the Open Molecules 2025 dataset describes a 5-piece molecular cluster, C34H35F5N2O14 overall. The level of theory is the ωB97M-V functional and the def2-TZVPD basis.

```
90
Properties=species:S:1:pos:R:3
C 0.563 -4.819 1.685
O -6.337 1.237 2.356
O -5.774 0.304 4.342
O 0.891 -0.182 1.349
C -5.906 1.271 3.646
H -6.115 4.346 3.124
H -1.328 3.262 4.914
H -1.653 -4.432 1.047
C -1.710 0.822 3.778
C 0.426 -4.027 -4.293
F 0.980 2.432 0.093
O -1.123 1.535 2.670
H 1.455 -3.696 -6.165
O -0.801 -6.681 -0.655
H 2.402 -1.483 -8.858
C 1.930 -4.087 1.984
C 3.097 -1.560 -6.159
O -2.569 -4.906 -5.627
C -5.698 3.367 2.886
H -3.885 -5.519 -3.313
H 4.173 8.129 0.949
O -2.210 -6.330 -2.392
C -1.468 -4.486 -5.395
H 4.435 0.419 -7.594
C 4.491 5.878 1.709
C -3.618 -6.157 -2.469
F 6.872 6.017 1.214
H 0.100 2.164 5.332
C 3.414 0.039 -7.692
H 0.341 -2.388 -5.706
O -0.571 -4.115 -6.348
H 2.854 -4.706 2.279
H -3.532 -0.575 3.724
H -3.884 -4.439 -1.174
C 2.341 2.411 3.802
C 0.506 -3.470 -5.680
C 0.832 -1.604 1.461
N 3.177 2.857 4.548
C 1.881 2.575 1.213
C -1.883 -6.378 -1.074
C 3.890 4.453 1.778
C 1.752 5.254 0.453
O 2.899 -0.235 -6.397
C -0.514 -2.355 1.132
H 3.045 -2.006 2.107
F 3.019 1.726 0.866
H -6.309 2.728 0.910
H -1.926 -1.366 3.304
F 6.356 5.245 3.306
H 0.472 -5.951 1.783
H -4.946 -5.815 -0.794
H 0.732 5.114 -0.071
O -2.944 -6.037 -0.288
C -6.574 2.581 1.959
O -0.958 -4.319 -4.145
H 1.811 7.572 -0.149
H 0.348 3.963 4.796
H 0.756 -3.313 -3.537
C 2.483 4.050 1.175
O 3.506 -2.208 -7.284
F 6.083 7.534 2.757
C 2.340 6.701 0.389
H 0.997 -4.953 -4.180
H -1.398 -1.710 0.795
N -1.123 4.844 1.715
C 3.744 7.060 1.018
H 0.882 -0.071 3.486
H 4.475 3.594 2.282
C -0.649 3.883 2.265
H -0.981 0.337 4.511
C 1.313 2.040 2.599
H -4.684 3.498 2.495
C -0.243 2.982 4.614
C -3.954 -5.531 -1.150
H -4.087 -7.136 -2.600
H -7.635 2.808 2.093
C -0.156 2.537 3.044
H 2.510 0.058 2.659
H -2.726 -0.292 2.001
O -5.640 2.546 4.045
C -2.560 -0.414 3.124
H 2.805 0.787 -8.202
C 3.362 -1.298 -8.366
C 2.035 -2.516 1.879
C 5.956 6.188 2.325
O 2.931 -2.090 -5.096
C 1.406 0.405 2.565
C -0.654 -3.910 1.260
H 4.164 -1.430 -9.094
H -2.505 1.444 4.351
```

Summary:
SMILES = CCO[C@](C)(C#N)[C@@](C#N)(COc1ccccc1)C(F)(F)c1cccc(C(F)(F)F)c1.O=C1OCCO1.O=C1OCCO1.O=C1OCCO1.O=C1OCCO1
Orbital gap = 8.08 eV
DFT total energy = -81045.344 eV
Spin multiplicity = 1


Entry 4:
This record from the Open Molecules 2025 dataset describes C34H35N7O4PS3Sc as an isolated structure. The level of theory is the ωB97M-V functional and the def2-TZVPD basis.

```
85
Properties=species:S:1:pos:R:3
H 6.202 -0.308 -0.456
C 0.297 4.645 0.164
C -5.916 3.372 -1.199
C -5.188 -3.710 0.705
H -5.693 -4.671 0.687
C 3.432 -4.733 -0.801
H 0.538 1.436 1.748
C 4.294 -3.632 -0.841
C 5.668 0.567 -0.828
H -0.244 -0.532 -4.733
C -3.858 -1.218 0.764
H -2.290 2.929 1.746
C -6.414 2.370 -0.368
N -0.536 -1.785 0.502
H 6.034 -2.917 -1.581
H 1.712 1.679 -0.702
H 3.624 0.553 -1.285
C 1.222 5.539 -0.402
S -1.144 4.985 1.045
O 0.337 -3.316 2.350
H -4.146 4.247 -2.065
H 6.074 1.483 -0.394
N -0.536 0.190 -1.472
C -5.542 1.456 0.232
H 3.624 0.170 2.632
C 0.455 3.260 0.067
C -4.546 3.464 -1.427
C 2.602 -2.297 0.284
H -5.338 -3.401 -1.421
C 2.139 -4.608 -0.285
O -0.575 0.362 2.733
H 5.766 0.609 -1.915
H 3.368 3.237 -1.715
H -2.675 2.034 2.437
C -2.851 0.951 2.459
H 6.198 1.038 1.808
C -4.053 -1.960 1.936
Sc -0.536 0.362 0.673
H 3.751 -5.699 -1.177
C -0.454 -1.263 -0.930
N 5.623 -3.792 -1.271
C 3.631 0.361 0.674
H -4.171 -1.236 -1.380
C -0.307 -0.687 -3.666
H 1.085 6.613 -0.318
H -6.593 4.083 -1.663
H 5.718 -4.531 -1.959
O -2.034 -0.022 4.456
C -0.455 0.361 -2.793
H 5.766 0.110 3.262
H -0.515 1.386 -3.137
P -2.962 0.362 0.712
H -2.608 2.634 -1.017
S 0.050 -3.207 0.917
H -5.952 0.687 0.883
C -0.244 -1.956 -3.121
H -7.481 2.297 -0.182
C -1.424 3.305 1.216
C 1.577 2.753 -0.619
N 4.265 0.464 -0.505
S 1.960 0.362 0.673
C -1.706 0.370 3.298
H 6.078 -0.754 1.736
H 1.462 -5.456 -0.277
C 5.668 0.158 2.174
C 2.504 3.634 -1.186
H 4.566 -1.586 -0.191
H 2.285 -1.358 0.728
C -4.329 -1.768 -0.444
H -3.810 0.810 2.972
O -0.658 -4.370 0.377
H -3.675 -1.605 2.893
C -4.991 -2.999 -0.474
H 3.055 5.684 -1.523
C 3.889 -2.432 -0.245
C 2.326 5.009 -1.078
C -4.718 -3.191 1.908
N 4.265 0.257 1.851
C -4.163 1.524 0.001
N -0.536 2.504 0.673
H -4.848 -3.744 2.834
N -0.314 -2.262 -1.809
C 1.729 -3.385 0.244
H -0.129 -2.824 -3.765
C -3.678 2.547 -0.831
```

Summary:
Orbital gap = 5.26 eV
DFT total energy = -116936.331 eV
Spin multiplicity = 1


Entry 5:
This record from the Open Molecules 2025 dataset describes C34H36BrN3O2PdSb2 as an isolated structure. The level of theory is the ωB97M-V functional and the def2-TZVPD basis.

```
79
Properties=species:S:1:pos:R:3
C 5.313 -0.061 -0.744
C 0.260 1.515 -2.256
C 0.389 1.424 1.683
C 3.269 -2.610 0.196
H -0.934 -1.053 -2.768
H 0.365 0.492 -4.098
H -3.712 2.062 0.932
O -2.405 -0.451 -1.154
H -1.981 7.656 -0.612
C -2.695 -2.799 2.110
C 0.144 -1.013 -2.618
H -0.293 -4.479 -0.400
C -3.620 -0.418 -0.975
C -0.791 2.097 2.043
Pd -1.080 0.687 0.290
C -0.970 -4.003 0.295
H -1.066 3.043 1.579
C 2.173 -3.675 -1.661
H -6.292 -0.827 -1.772
H 3.598 0.247 -1.978
N -3.399 1.731 0.019
O -4.333 -1.445 -1.366
C 2.199 -2.702 -0.676
C -1.452 4.398 -1.365
N -0.454 4.113 -0.542
H 1.327 -3.765 -2.329
Sb 0.515 -1.352 -0.491
H -0.801 1.425 -1.968
H 5.150 -5.131 -1.023
C 4.020 0.371 -0.991
H -5.223 0.771 -0.387
H -1.708 0.156 4.678
C 3.291 0.959 0.034
C 0.819 0.320 2.435
C -2.731 -4.171 1.925
H -6.006 -2.548 -1.454
C -0.510 6.358 0.264
H 3.324 1.677 2.064
H 3.278 -1.856 0.973
H 1.738 -0.199 2.170
H -3.424 -4.772 2.493
C -1.118 0.518 3.850
H 0.428 2.446 -2.793
H -0.097 7.101 0.924
C 0.075 -0.123 3.511
H -3.353 -2.325 2.824
C 5.882 0.106 0.506
C -1.557 6.665 -0.592
H 5.170 -3.409 0.748
C -1.800 -2.031 1.388
H 1.803 0.285 -3.126
H -2.439 2.140 3.432
C -1.867 -4.768 1.022
H -3.446 2.516 -0.637
C 3.873 1.162 1.281
H 6.899 -0.209 0.684
H -1.802 3.603 -2.014
C 4.318 -4.454 -0.919
H 0.821 4.798 0.916
H 0.407 -0.978 4.081
C 0.007 5.074 0.255
H -1.886 -5.838 0.891
C -2.039 5.658 -1.422
N -4.216 0.658 -0.402
C 5.160 0.713 1.522
H -1.780 -0.938 1.565
C 0.712 0.326 -3.069
C -0.948 -2.629 0.467
H 3.220 -5.315 -2.545
H 0.621 -1.824 -3.168
C -1.538 1.623 3.135
C 4.333 -3.486 0.071
H -5.990 -1.404 -0.096
C 3.236 -4.553 -1.778
Br -3.492 5.955 -2.615
Sb 1.362 1.955 -0.251
H 5.883 -0.513 -1.542
C -5.740 -1.537 -1.150
H 5.604 0.859 2.493
```

Summary:
Net charge = +2
Orbital gap = 4.77 eV
DFT total energy = -130986.610 eV
Spin multiplicity = 1